No. 1
Formula: C7H9F2NO4
Source: OMol25
Level of theory: ωB97M-V/def2-TZVPD

```
23
Properties=species:S:1:pos:R:3:forces:R:3
C 0.214 0.529 -2.517 -2.1 -1.0 -0.9
C -0.803 -0.261 -1.794 0.1 1.1 -1.4
C -1.772 -0.931 -2.457 -3.0 -1.7 2.2
C -0.652 -0.410 -0.343 -1.9 0.3 1.4
C 1.252 0.402 2.271 1.6 3.3 0.0
C -0.215 0.433 1.911 1.2 -3.6 -0.1
C -3.286 -1.970 -1.478 2.3 1.5 -3.4
N 1.241 0.708 -1.852 2.5 0.1 0.8
O -1.107 -1.451 0.107 1.0 0.2 1.6
O -1.965 -0.998 -3.778 -0.3 0.4 0.4
O -2.836 -2.946 -0.738 -0.3 1.0 0.8
O -0.313 0.637 0.482 -0.3 -1.6 -1.8
F -4.008 -2.374 -2.600 0.8 -0.1 1.2
F -4.042 -1.042 -0.894 0.1 0.0 0.4
H -0.046 0.775 -3.570 0.6 0.0 0.5
H 1.822 -0.029 1.414 -0.3 -0.4 1.2
H 1.649 1.479 2.299 -0.4 -1.2 -0.2
H 1.463 0.094 3.323 -0.2 -0.6 -1.1
H -0.773 1.233 2.286 -0.8 0.9 1.1
H -0.486 -0.626 2.303 -0.9 1.9 -1.2
H 2.057 1.054 -2.327 0.0 0.7 -0.5
H -2.900 -1.256 -3.956 0.9 0.0 0.3
H -2.227 -2.427 -0.049 -0.5 -1.1 -1.5
```
Positions in Å, forces in eV/Å.

Strongest force on any atom (eV Å⁻¹): 4.354
Charge: 0
HOMO energy (eV): -9.23
ΔE to the lowest compared entry with this formula, charge and spin (kJ/mol): 80.8
HOMO-LUMO gap (eV): 9.906

---

No. 2
Formula: C18H15N3O
Source: OMol25
Level of theory: ωB97M-V/def2-TZVPD

```
37
Properties=species:S:1:pos:R:3:forces:R:3
N 1.819 -3.216 -1.657 0.2 -0.2 0.0
C 1.150 -2.282 -1.649 0.3 -0.4 0.0
C 0.332 -1.151 -1.625 -1.1 0.7 0.8
N 0.378 -0.166 -2.594 -0.2 0.6 -0.5
C -0.499 0.705 -2.259 0.5 -0.5 -0.6
C -0.799 1.992 -2.936 0.0 0.0 0.3
C -0.074 3.108 -2.219 -0.1 0.2 0.0
C 1.315 3.116 -2.195 0.0 0.0 0.0
C 1.997 4.116 -1.526 0.1 0.0 0.0
C 1.297 5.118 -0.874 0.0 0.1 0.1
C -0.087 5.113 -0.892 0.0 0.1 0.1
C -0.770 4.110 -1.559 0.0 0.0 -0.1
O -1.165 0.390 -1.100 -0.1 -0.2 0.3
C -0.635 -0.786 -0.700 0.7 -0.6 -0.3
N -1.076 -1.325 0.453 -0.4 0.6 -0.1
C -0.771 -2.666 0.901 0.1 -0.2 0.0
C -0.547 -2.677 2.392 0.0 0.0 0.0
C 0.384 -1.812 2.954 0.0 0.0 0.0
C 0.596 -1.803 4.320 0.1 0.1 0.0
C -0.119 -2.662 5.139 0.0 -0.1 0.1
C -1.046 -3.528 4.585 0.0 0.0 0.1
C -1.262 -3.532 3.218 0.0 0.0 -0.1
H -0.451 1.917 -3.966 -0.1 -0.1 0.1
H -1.875 2.169 -2.921 0.0 0.0 -0.1
H 1.855 2.328 -2.700 0.1 -0.1 0.0
H 3.077 4.114 -1.513 0.1 0.0 0.0
H 1.829 5.900 -0.353 0.0 0.1 0.0
H -0.638 5.891 -0.385 0.0 0.1 0.0
H -1.851 4.110 -1.568 -0.1 0.0 0.0
H -1.856 -0.860 0.891 0.1 0.0 0.0
H -1.584 -3.356 0.638 0.2 0.0 0.0
H 0.135 -2.996 0.386 -0.2 0.0 0.1
H 0.944 -1.147 2.312 0.1 0.1 -0.1
H 1.322 -1.128 4.748 0.1 0.1 0.0
H 0.048 -2.658 6.206 0.0 0.0 0.1
H -1.605 -4.201 5.219 0.0 -0.1 0.1
H -1.986 -4.210 2.789 -0.1 -0.1 -0.1
```
Positions in Å, forces in eV/Å.

Strongest force on any atom (eV Å⁻¹): 1.546
Charge: 0
SMILES: N#Cc1nc(Cc2ccccc2)oc1NCc1ccccc1
HOMO energy (eV): -8.11
ΔE to the lowest compared entry with this formula, charge and spin (kJ/mol): 47.3
HOMO-LUMO gap (eV): 8.716

---

Q: The lowest strongest force on any atom belongs to which entry?
A: C18H15N3O

---

Q: Which formula does entry 1 have?
A: C7H9F2NO4

---

Please write out number 1 again, unchanged.
Formula: C7H9F2NO4
Source: OMol25
Level of theory: ωB97M-V/def2-TZVPD

```
23
Properties=species:S:1:pos:R:3:forces:R:3
C 0.214 0.529 -2.517 -2.1 -1.0 -0.9
C -0.803 -0.261 -1.794 0.1 1.1 -1.4
C -1.772 -0.931 -2.457 -3.0 -1.7 2.2
C -0.652 -0.410 -0.343 -1.9 0.3 1.4
C 1.252 0.402 2.271 1.6 3.3 0.0
C -0.215 0.433 1.911 1.2 -3.6 -0.1
C -3.286 -1.970 -1.478 2.3 1.5 -3.4
N 1.241 0.708 -1.852 2.5 0.1 0.8
O -1.107 -1.451 0.107 1.0 0.2 1.6
O -1.965 -0.998 -3.778 -0.3 0.4 0.4
O -2.836 -2.946 -0.738 -0.3 1.0 0.8
O -0.313 0.637 0.482 -0.3 -1.6 -1.8
F -4.008 -2.374 -2.600 0.8 -0.1 1.2
F -4.042 -1.042 -0.894 0.1 0.0 0.4
H -0.046 0.775 -3.570 0.6 0.0 0.5
H 1.822 -0.029 1.414 -0.3 -0.4 1.2
H 1.649 1.479 2.299 -0.4 -1.2 -0.2
H 1.463 0.094 3.323 -0.2 -0.6 -1.1
H -0.773 1.233 2.286 -0.8 0.9 1.1
H -0.486 -0.626 2.303 -0.9 1.9 -1.2
H 2.057 1.054 -2.327 0.0 0.7 -0.5
H -2.900 -1.256 -3.956 0.9 0.0 0.3
H -2.227 -2.427 -0.049 -0.5 -1.1 -1.5
```
Positions in Å, forces in eV/Å.

Strongest force on any atom (eV Å⁻¹): 4.354
Charge: 0
HOMO energy (eV): -9.23
ΔE to the lowest compared entry with this formula, charge and spin (kJ/mol): 80.8
HOMO-LUMO gap (eV): 9.906

---

Q: Look up the ΔE to the lowest compared entry with this formula, charge and spin of the first one.
A: 80.8 kJ/mol